ORCA calculation (ωB97M-V/def2-TZVPD) on a single C20H24N2O6S molecule.

Output
SMILES: CC(C)CNS(=O)(=O)c1ccc(OCC(=O)Nc2ccc3c(c2)OCCO3)cc1
calculated total energy: -1735.65426 Eh
relative energy (zero: lowest compared OMol25 entry of this formula, charge and spin): 149.61 kJ/mol
HOMO level: -7.85 eV

The geometry in XYZ format:
```
53
C20H24N2O6S | the OMol25 dataset | ωB97M-V/def2-TZVPD
C 0.90970 4.29989 -4.06506
C 1.30697 2.98153 -3.40708
C 1.67927 3.19585 -1.94320
C 0.15606 1.97415 -3.52911
N 0.51346 0.68142 -2.98940
S -0.58579 -0.09599 -2.00849
O -1.92460 0.32251 -2.31194
O -0.26701 -1.49481 -2.08395
C -0.12125 0.53305 -0.41085
C 1.04664 0.07655 0.16474
C 1.41299 0.51169 1.42521
C 0.58239 1.39314 2.11684
O 0.76526 1.77207 3.41592
C 1.64344 1.01156 4.22634
C 1.41913 -0.50678 4.09542
O 2.33125 -1.29149 4.20406
N 0.12550 -0.82505 3.82190
C -0.27411 -1.86867 2.96197
C 0.41328 -3.07151 2.87584
C 0.06446 -3.98106 1.89520
C -0.96318 -3.71428 1.00042
C -1.69656 -2.52807 1.13226
C -1.34344 -1.61514 2.11287
O -2.75011 -2.21670 0.32486
C -3.17033 -3.27786 -0.50853
C -1.96424 -4.03378 -1.06025
O -1.22845 -4.61072 0.00353
C -0.56340 1.89713 1.49460
C -0.91434 1.46352 0.23206
H 0.67457 4.15241 -5.11643
H 1.72209 5.01862 -3.99286
H 0.03487 4.71855 -3.57305
H 2.17563 2.56947 -3.93174
H 2.52156 3.87882 -1.86233
H 1.94928 2.25054 -1.48014
H 0.83870 3.61688 -1.39573
H -0.15716 1.89252 -4.57663
H -0.70319 2.31857 -2.95031
H 0.98427 0.05576 -3.62064
H 1.64754 -0.64138 -0.36915
H 2.32005 0.13583 1.87036
H 1.44436 1.33849 5.25087
H 2.69420 1.21999 3.99365
H -0.52816 -0.05129 3.83436
H 1.23470 -3.27133 3.54207
H 0.60003 -4.91075 1.79161
H -1.90413 -0.69506 2.17526
H -3.75033 -2.82190 -1.31174
H -3.80497 -3.96637 0.06784
H -2.27475 -4.85947 -1.70126
H -1.32866 -3.33387 -1.61681
H -1.17663 2.59987 2.03695
H -1.81686 1.80295 -0.25030
```